Entry 1:
C2H7NS | the ωB97M-V functional and the def2-TZVPD basis

Each line ends with the Löwdin charge.
Cartesian coordinates (Å):
S  -3.19980  -0.02647  0.02046  0.452
H  -2.59520  1.15777  0.24132  -0.238
C  0.52735  0.82417  -0.26122  -0.142
C  1.44156  -1.23470  0.00899  -0.103
N  0.32998  -0.64843  -0.09644  -0.074
H  1.08636  1.02349  -1.17898  0.076
H  -0.41933  1.35633  -0.28973  0.027
H  1.12904  1.22696  0.56499  0.077
H  2.40561  -0.68693  -0.04624  0.078
H  1.58244  -2.28452  0.27610  0.065
H  -2.28799  -0.70769  0.76074  -0.217

Values from the calculation:
lowest unoccupied orbital energy	1.012	eV
Kohn-Sham gap	10.4	eV
largest force on an atom	1.0	eV/Å
total charge	0

---

Entry 2:
C19H21ClN3O4RuS2 | the ωB97M-V functional and the def2-TZVPD basis

Each line ends with the Löwdin charge.
Cartesian coordinates (Å):
Ru  0.92767  -0.20712  1.13387  0.816
S  -0.38263  -1.73852  2.09145  0.832
C  0.38996  -3.23190  1.85955  -0.655
C  -0.14569  -4.41382  2.42546  -0.103
C  0.48643  -5.60667  2.22601  -0.051
C  1.67386  -5.67317  1.46024  -0.048
C  2.20945  -4.54675  0.90062  -0.105
C  1.56908  -3.30182  1.08306  -0.657
S  2.18417  -1.88527  0.35901  0.781
H  -1.05295  -4.34806  3.01087  0.111
H  0.08040  -6.51188  2.65585  0.116
H  2.15879  -6.62890  1.31573  0.117
H  3.11442  -4.59078  0.30974  0.110
C  2.19499  1.26457  -3.37758  -0.056
N  1.89113  0.95943  -1.99122  0.039
C  2.52012  1.51075  -0.94674  -0.570
N  3.52188  2.37594  -1.18986  0.208
O  2.24781  1.24390  0.25766  -0.137
H  1.57360  0.63644  -4.00904  0.096
H  3.23650  1.03318  -3.60469  0.093
H  1.98885  2.30903  -3.62572  0.095
H  1.00133  0.53263  -1.77644  0.115
H  3.80833  2.62775  -2.11750  0.102
H  4.05035  2.71162  -0.40468  0.124
C  -3.25896  3.51749  -2.29321  -0.027
C  -3.44987  2.05151  -2.02618  -0.192
C  -3.78080  1.17944  -3.05880  -0.060
C  -3.99125  -0.16566  -2.80715  -0.666
Cl  -4.39631  -1.22062  -4.12042  0.676
C  -3.90038  -0.67868  -1.52249  -0.093
C  -3.56527  0.17752  -0.48964  -0.001
C  -3.32684  1.51898  -0.74452  -0.247
O  -3.01542  2.34279  0.32953  -0.031
C  -1.66103  2.74050  0.41080  -0.080
C  -0.76246  1.56685  0.73054  -0.575
O  -0.52370  0.69870  -0.17053  -0.104
O  -0.24183  1.38430  1.85673  -0.080
H  -3.87884  3.83386  -3.13002  0.087
H  -2.22289  3.74844  -2.55274  0.083
H  -3.52862  4.11156  -1.42160  0.089
H  -3.89452  1.55654  -4.06645  0.116
H  -4.09313  -1.72566  -1.33936  0.108
H  -3.48885  -0.18318  0.52761  0.126
H  -1.58780  3.45773  1.22647  0.146
H  -1.31942  3.20016  -0.52216  0.128
C  3.34857  0.48207  4.94234  -0.009
C  2.64069  0.22089  3.70732  -0.115
N  2.07921  0.01648  2.73431  0.040
H  3.41769  1.55783  5.09578  0.103
H  4.34913  0.05706  4.88653  0.101
H  2.80503  0.03252  5.77166  0.102

Values from the calculation:
lowest unoccupied orbital energy (spin up / spin down)	-4.887 / -5.217	eV
Kohn-Sham gap (spin up / spin down)	5.8 / 5.5	eV
largest force on an atom	0.8	eV/Å
total charge	+1

---

Entry 3:
C2H3N4 | the ωB97M-V functional and the def2-TZVPD basis

Each line ends with the Löwdin charge.
Cartesian coordinates (Å):
C  -1.82444  1.05183  1.35063  -0.020
C  -0.11390  0.03057  -0.06368  -0.056
N  -1.54155  2.61653  2.48598  -0.053
N  -0.58832  3.04525  2.85259  0.395
N  -2.48192  1.87375  2.08622  0.169
N  -0.84049  0.57484  0.92680  0.125
H  0.91190  0.45196  0.24474  0.148
H  0.03172  -1.08509  -0.17651  0.141
H  -0.45876  0.53769  -1.04661  0.152

Values from the calculation:
lowest unoccupied orbital energy	-6.164	eV
Kohn-Sham gap	10.2	eV
largest force on an atom	5.3	eV/Å
total charge	+1

---

Taking the records one at a time from the top gives ΔE to the lowest compared entry with this formula, charge and spin values of 25.5; 0.0; 14.9 kcal per mole.